No. 1
The following is a quantum chemistry calculation of a structure of composition C27H40KN3O7PS, from the OMol25 dataset.

```
! wB97M-V def2-TZVPD RIJCOSX def2/J DEFGRID3
* xyz -2 2
C 3.087 2.235 -4.399
C 3.632 -3.225 -5.434
H 6.290 1.471 -3.276
C -1.866 -1.762 2.345
H -1.375 2.000 -4.665
H 4.402 -1.392 -6.319
H 4.490 0.613 -4.713
C 0.740 1.959 2.347
C -0.431 1.496 -4.905
H -0.470 1.097 -2.853
H 2.545 2.041 -5.328
N -4.745 -3.020 3.979
H -0.290 4.041 0.791
H 0.882 -2.581 -3.482
C -0.908 2.726 -0.844
H 1.446 2.439 -3.034
C -0.744 -3.473 -1.491
K -0.198 -0.088 -0.065
C 2.324 -3.583 -4.742
H 5.090 1.498 -1.075
H -1.403 -3.117 0.876
H -1.678 -0.760 -7.229
H 3.210 -2.210 -7.305
H 1.532 -3.686 -5.493
H 2.478 -0.026 -6.102
H -2.069 -2.083 -5.132
C 3.459 -1.947 -6.272
C 4.510 1.684 -4.486
H 2.418 -2.721 -2.752
C -2.852 -1.408 3.335
O 1.655 0.324 3.784
H 3.151 3.329 -4.330
C 2.367 -1.095 -4.178
O 1.430 -0.407 -1.774
H 3.997 -4.041 -6.062
H 4.455 0.234 -2.094
O -0.365 3.461 -1.692
H 2.607 1.537 -1.034
N -2.544 0.901 4.431
C 5.286 1.898 -3.193
C -1.602 -0.283 -6.247
H 2.378 -4.554 -4.246
H -0.373 -1.841 -5.405
H 0.308 2.298 -4.924
C -1.185 -0.660 -3.786
H 1.385 -1.378 -6.068
H 0.398 0.437 -6.601
H 3.406 -0.935 -3.855
H -2.160 -0.243 -3.510
H 1.156 2.854 2.836
H 5.031 2.155 -5.327
O -0.998 -0.930 2.027
H -1.411 2.709 1.278
P 1.473 0.123 -3.190
S -0.787 -4.951 -2.121
H 5.420 2.976 -3.033
H 4.402 -3.067 -4.672
C 2.358 -1.036 -5.710
C -0.569 2.994 0.639
O 0.555 2.152 0.971
C -0.569 0.839 -6.273
C 2.300 1.762 -3.166
O 2.511 0.438 1.709
C 1.734 0.825 2.541
C -1.298 -1.309 -5.161
H 2.283 -0.412 3.817
H -0.846 1.593 -7.017
C 1.945 -2.516 -3.712
H -0.956 -1.410 -3.020
C -2.688 -0.138 3.943
O -1.650 1.729 -1.040
C -3.897 -2.274 3.715
N -1.905 -2.986 1.753
H 3.249 3.015 -1.721
C 3.147 1.935 -1.891
H -2.585 0.158 -6.041
H -0.193 1.691 2.858
C 4.534 1.324 -2.000
C -0.195 0.518 -3.743
H -2.716 -3.567 1.887
*
```

The expectation value of S² is 0.756. Its largest force on an atom is 1.6 eV/A. The LUMO energy (alpha / beta) is 4.0 / 4.0 eV. The value obtained for the HOMO energy (alpha / beta) is 0.014 / -0.091 Ha.

=====

No. 2
The following is a quantum chemistry calculation of a structure of composition C43H42N6O7SiTl, from the OMol25 dataset.

```
! wB97M-V def2-TZVPD RIJCOSX def2/J DEFGRID3
* xyz -1 1
C -0.552 3.634 0.774
H -2.026 -1.599 -3.752
H -2.526 1.226 4.286
H -0.284 -3.881 1.585
H 2.538 2.860 0.334
H 2.330 -5.586 -1.575
H 3.829 3.001 -0.845
H -4.847 -0.831 2.183
H 0.681 -2.274 2.019
H 4.598 1.243 -2.545
H 0.363 5.407 2.327
C -3.020 -0.311 1.214
C -5.141 -0.115 0.155
N -2.435 0.133 0.118
H -0.724 3.054 -3.419
C 0.501 3.188 1.755
C -1.233 -3.858 1.068
C -0.060 -0.130 3.417
H 1.126 -1.997 -5.327
C 2.891 2.487 -0.623
H -0.896 -2.751 -4.482
H 2.032 -2.759 3.063
H -2.563 5.391 -1.108
N -1.921 3.374 -0.836
O -0.432 -2.155 -0.467
O -1.376 7.237 0.590
C 1.462 0.198 5.733
C 4.300 0.461 1.025
H 5.236 -0.227 -1.814
C 1.933 -1.762 -0.719
H 4.065 -1.746 -0.900
C -3.113 0.392 -0.991
H -4.331 -5.216 1.232
H 3.758 0.888 1.873
H -0.880 -2.483 -2.739
C -2.136 -0.616 2.402
C 0.630 1.428 -3.636
H -2.727 -2.430 -1.599
H 0.975 3.548 -3.540
H -6.221 -0.186 0.178
C 1.012 -1.042 -4.827
H 4.571 -0.566 1.279
O 0.941 4.038 2.551
H 2.245 2.097 -4.867
Si 3.239 0.638 -0.536
H 0.088 1.769 6.220
H 2.689 -0.151 -5.824
O -2.927 0.971 -3.286
N -1.074 2.727 -0.030
C 4.314 0.300 -2.075
C -0.841 6.259 1.069
C 1.644 1.246 -4.567
C 3.183 -2.366 -0.959
H -1.551 2.603 4.830
H 2.046 0.319 6.638
C -1.951 4.687 -0.570
C -0.139 0.330 -3.222
C 0.358 1.001 5.503
H -2.389 2.873 -1.575
H -2.143 -5.281 2.374
C -2.618 -3.043 -0.717
H 2.686 -1.378 4.956
C -1.011 -1.998 -3.703
C 0.991 -3.998 -1.041
O -2.668 -1.109 3.397
H 2.175 2.755 -1.398
C 0.842 -2.660 -0.714
O 0.879 1.992 1.670
C -4.399 -0.458 1.274
C -2.283 -4.645 1.510
C 1.819 -0.747 4.789
C -0.414 0.851 4.359
H 0.111 -4.627 -1.071
H 0.350 2.839 -2.041
H 2.227 -1.438 1.905
H 3.787 -0.297 -2.822
H 5.224 1.032 0.897
C -4.496 0.303 -1.004
C -0.016 -0.889 -3.904
C 3.335 -3.703 -1.274
C 1.079 -0.914 3.625
C -3.667 -3.827 -0.266
C 0.298 2.801 -3.127
H -4.609 -3.813 -0.799
Tl -0.121 0.399 0.165
C -1.412 -3.028 -0.032
C -3.508 -4.619 0.860
C 1.528 -1.912 2.597
O -0.052 6.315 2.114
C -1.082 4.914 0.476
C 1.873 0.000 -5.127
H -5.033 0.539 -1.912
C 2.233 -4.538 -1.330
C -1.588 1.762 4.137
C -2.309 0.642 -2.260
N -1.011 0.437 -2.113
N 1.838 -0.405 -0.496
N -0.848 -0.284 2.247
H -1.579 2.149 3.114
H 4.327 -4.086 -1.478
*
```

Its largest force on an atom is 1.1 eV/A. The LUMO energy is 2.2 eV. The value obtained for the HOMO energy is -0.199 Ha.

=====

Going through the records in order, we get ΔE to the lowest compared entry with this formula, charge and spin values of 86.4, 0.0 kJ/mol.